DFT (ωB97M-V with the def2-TZVPD basis set) results for C39H45GeN8O2SSi3W as an isolated structure.

Positions of all 100 atoms, in Å:
W1 -0.3674 -0.1837 0.0445
O1 -2.7329 0.9421 3.2582
C1 -1.9347 0.3945 2.5280
N1 -1.0973 0.9889 1.6190
C2 -1.2068 2.4004 1.4092
C3 -1.6032 3.3403 2.3526
C4 -1.7225 4.6693 1.9718
C5 -1.4672 5.0592 0.6619
C6 -1.0490 4.1270 -0.2759
C7 -0.8921 2.8055 0.1139
N2 -0.3320 1.7951 -0.6833
C8 -0.4924 1.7606 -2.0481
O2 -1.2490 2.3782 -2.7625
C9 0.5295 0.8001 -2.5917
C10 0.9049 0.7879 -3.9142
C11 1.9949 0.0102 -4.2817
C12 2.6436 -0.7344 -3.3031
C13 2.1359 -0.7351 -2.0190
N3 1.0827 -0.0039 -1.6646
C14 -1.8316 -1.1014 2.5352
C15 -2.4633 -1.8336 3.5219
C16 -2.3732 -3.2138 3.4961
C17 -1.6443 -3.8079 2.4743
C18 -1.0516 -3.0067 1.5206
N4 -1.1418 -1.6682 1.5396
H1 -1.8345 3.0397 3.3616
H2 -2.0332 5.4028 2.7032
H3 -1.5869 6.0938 0.3709
H4 -0.8308 4.4178 -1.2940
H5 0.3676 1.4194 -4.6092
H6 2.3521 -0.0032 -5.3029
H7 3.5215 -1.3196 -3.5400
H8 2.5764 -1.3384 -1.2396
H9 -3.0184 -1.2967 4.2790
H10 -2.8572 -3.8155 4.2536
H11 -1.5392 -4.8818 2.4105
H12 -0.4902 -3.4439 0.7086
S1 -5.7670 -3.7747 -4.2432
N5 -4.2363 -4.1692 -3.9538
C19 -3.7472 -3.2344 -3.1546
C20 -2.3916 -3.1877 -2.6441
C21 -1.4312 -4.1516 -2.9410
C22 -0.1713 -4.0150 -2.3991
C23 0.0942 -2.9139 -1.6038
N6 -0.8044 -1.9683 -1.3238
C24 -2.0508 -2.1108 -1.8190
C25 -3.0264 -1.0974 -1.4570
N7 -2.6007 -0.1305 -0.6209
C26 -3.4579 0.8257 -0.2737
C27 -4.7710 0.8679 -0.7312
C28 -5.2169 -0.1190 -1.5757
C29 -4.3294 -1.1307 -1.9475
C30 -4.6880 -2.2301 -2.8224
N8 -5.8732 -2.4251 -3.3777
H13 -1.6921 -4.9868 -3.5786
H14 0.6048 -4.7439 -2.5846
H15 1.0666 -2.7929 -1.1535
H16 -3.0966 1.5971 0.3885
H17 -5.4162 1.6750 -0.4155
H18 -6.2303 -0.1307 -1.9560
C31 2.8597 -3.0839 0.9682
Si1 3.8384 -1.5421 1.4068
C32 4.8879 -0.8985 0.0033
C33 4.8807 -1.8395 2.9003
Ge1 1.7836 0.1002 1.6700
Si2 1.7189 -0.4212 4.0714
C34 1.3936 -2.2419 4.3455
C35 3.3056 0.1510 4.8863
C36 0.3761 0.6156 4.8566
Si3 3.0344 2.1627 1.2970
C37 3.0480 2.6447 -0.5081
C38 4.7864 2.0592 1.9549
C39 2.0883 3.4553 2.2649
H19 3.1459 -3.4566 -0.0196
H20 1.7833 -2.9131 0.9875
H21 3.0857 -3.8663 1.6969
H22 4.9929 -1.6743 -0.7610
H23 5.8865 -0.6735 0.3828
H24 4.5017 0.0007 -0.4715
H25 5.6209 -2.5808 2.5695
H26 4.3325 -2.2741 3.7340
H27 5.4263 -0.9604 3.2391
H28 1.9891 -2.8845 3.6946
H29 0.3408 -2.4814 4.1832
H30 1.6364 -2.5020 5.3796
H31 3.9056 -0.6819 5.2544
H32 3.0318 0.7584 5.7525
H33 3.9338 0.7669 4.2440
H34 -0.6473 0.4033 4.5686
H35 0.5680 1.6785 4.6967
H36 0.4512 0.4379 5.9351
H37 3.6771 2.0164 -1.1408
H38 3.4393 3.6650 -0.5750
H39 2.0343 2.6540 -0.9085
H40 5.2730 1.0946 1.8086
H41 4.8144 2.2970 3.0199
H42 5.3929 2.8109 1.4413
H43 1.2412 3.8338 1.6897
H44 2.7604 4.2959 2.4639
H45 1.7162 3.0997 3.2259

The calculation puts the highest occupied orbital energy (alpha / beta) at -12.17 / -12.61 eV. Its LUMO energy (alpha / beta) is -0.2178 / -0.2812 Ha. For the gap between HOMO and LUMO (alpha / beta), the calculation gives 6.2 / 5.0 eV. The charge is +2. The multiplicity is 4.

These are the Mulliken partial charges, in e, on atoms 1 to 99: atom 1 (W): 1.548, atom 2 (O): -0.660, atom 3 (C): -0.750, atom 4 (N): 0.837, atom 5 (C): 0.007, atom 6 (C): -0.595, atom 7 (C): -0.990, atom 8 (C): -0.931, atom 9 (C): -0.159, atom 10 (C): -0.113, atom 11 (N): 1.011, atom 12 (C): -0.706, atom 13 (O): -0.662, atom 14 (C): 0.985, atom 15 (C): -0.790, atom 16 (C): -0.857, atom 17 (C): -1.400, atom 18 (C): -0.270, atom 19 (N): 1.160, atom 20 (C): 0.890, atom 21 (C): -0.455, atom 22 (C): -0.885, atom 23 (C): -1.063, atom 24 (C): -0.119, atom 25 (N): 0.440, atom 26 (H): 0.506, atom 27 (H): 0.455, atom 28 (H): 0.445, atom 29 (H): 0.548, atom 30 (H): 0.628, atom 31 (H): 0.492, atom 32 (H): 0.575, atom 33 (H): 0.294, atom 34 (H): 0.623, atom 35 (H): 0.485, atom 36 (H): 0.531, atom 37 (H): 0.274, atom 38 (S): 0.206, atom 39 (N): -0.668, atom 40 (C): 0.736, atom 41 (C): 0.701, atom 42 (C): -0.890, atom 43 (C): -1.380, atom 44 (C): -0.307, atom 45 (N): 0.266, atom 46 (C): -0.548, atom 47 (C): -0.669, atom 48 (N): 0.309, atom 49 (C): -0.075, atom 50 (C): -1.497, atom 51 (C): -0.753, atom 52 (C): 0.500, atom 53 (C): 0.774, atom 54 (N): -0.652, atom 55 (H): 0.584, atom 56 (H): 0.575, atom 57 (H): 0.241, atom 58 (H): 0.515, atom 59 (H): 0.583, atom 60 (H): 0.579, atom 61 (C): -0.805, atom 62 (Si): 0.666, atom 63 (C): -1.253, atom 64 (C): -1.184, atom 65 (Ge): 0.289, atom 66 (Si): 0.557, atom 67 (C): -0.762, atom 68 (C): -1.079, atom 69 (C): -1.010, atom 70 (Si): 0.592, atom 71 (C): -0.796, atom 72 (C): -1.229, atom 73 (C): -0.932, atom 74 (H): 0.602, atom 75 (H): -0.278, atom 76 (H): 0.514, atom 77 (H): 0.584, atom 78 (H): 0.463, atom 79 (H): 0.129, atom 80 (H): 0.458, atom 81 (H): 0.268, atom 82 (H): 0.369, atom 83 (H): 0.156, atom 84 (H): 0.028, atom 85 (H): 0.544, atom 86 (H): 0.464, atom 87 (H): 0.469, atom 88 (H): 0.044, atom 89 (H): 0.245, atom 90 (H): 0.213, atom 91 (H): 0.550, atom 92 (H): 0.348, atom 93 (H): 0.532, atom 94 (H): -0.072, atom 95 (H): 0.171, atom 96 (H): 0.414, atom 97 (H): 0.445, atom 98 (H): 0.113, atom 99 (H): 0.551

***

DFT (ωB97M-V with the def2-TZVPD basis set) results for C6H9F3N2O as an isolated structure at a distorted geometry.

Positions of all 21 atoms, in Å:
C1 -0.8592 0.2018 1.8729
C2 0.5357 0.0008 1.2670
C3 0.0884 -0.4906 -0.0874
C4 1.4169 1.2373 1.3533
C5 -1.9546 -0.8572 -1.3014
C6 0.8297 0.5013 -1.6899
N1 -1.7928 0.0384 1.0542
N2 -1.2830 -0.2966 -0.1598
O1 0.4578 -1.7940 -0.3617
F1 2.1073 0.6789 -1.3439
F2 0.8928 -0.2869 -2.7604
F3 0.3483 1.7258 -2.0448
H1 -1.1753 0.5617 2.7984
H2 1.1431 -0.8167 1.7401
H3 1.0658 1.9599 0.7059
H4 2.3650 1.0063 1.0661
H5 1.5298 1.6513 2.3760
H6 -1.6490 -1.8025 -1.5048
H7 -3.1141 -0.8659 -1.0894
H8 -1.9555 -0.1734 -2.1806
H9 1.0029 -2.1799 0.2901

The calculation puts the highest occupied orbital energy (alpha / beta) at -4.88 / -9.85 eV. Its LUMO energy (alpha / beta) is 0.0253 / -0.0693 Ha. For the gap between HOMO and LUMO (alpha / beta), the calculation gives 5.6 / 8.0 eV. The multiplicity is 3.

Let us look at the natural (NBO) charges, expressed in e, one per atom: atom 1 (C): -0.014, atom 2 (C): -0.335, atom 3 (C): 0.434, atom 4 (C): -0.587, atom 5 (C): -0.436, atom 6 (C): 0.911, atom 7 (N): -0.357, atom 8 (N): -0.107, atom 9 (O): -0.706, atom 10 (F): -0.348, atom 11 (F): -0.329, atom 12 (F): -0.339, atom 13 (H): 0.195, atom 14 (H): 0.189, atom 15 (H): 0.210, atom 16 (H): 0.207, atom 17 (H): 0.216, atom 18 (H): 0.230, atom 19 (H): 0.238, atom 20 (H): 0.231, atom 21 (H): 0.494

***

DFT (ωB97M-V with the def2-TZVPD basis set) results for one molecule with the formula C6H4 at a distorted geometry.

Positions of all 10 atoms, in Å:
C1 -1.9710 -0.0126 -0.1689
C2 -1.0540 -1.4707 0.1445
C3 0.0390 -0.8056 0.4487
C4 -0.1261 0.6736 0.5221
C5 -1.3794 1.1497 0.1635
C6 1.1547 0.0878 0.0714
H1 -1.4418 -2.4327 -0.0644
H2 -1.7477 2.1480 0.0631
H3 1.5571 0.1401 -0.9393
H4 1.9123 0.1763 0.8414

As for the SMILES: C1=CC2=C(C=1)C2. The calculation puts the highest occupied orbital energy (alpha / beta) at -8.10 / -8.09 eV. Its LUMO energy (alpha / beta) is -0.0276 / -0.0266 Ha. For the gap between HOMO and LUMO (alpha / beta), the calculation gives 7.3 / 7.4 eV.

Let us look at the natural (NBO) charges, expressed in e, one per atom: atom 1 (C): 0.172, atom 2 (C): -0.279, atom 3 (C): -0.043, atom 4 (C): 0.023, atom 5 (C): -0.432, atom 6 (C): -0.402, atom 7 (H): 0.238, atom 8 (H): 0.249, atom 9 (H): 0.215, atom 10 (H): 0.257

***

The records above give, respectively, energy relative to the best compared isomer or geometry (same formula, charge and spin) values of 0.256 3.941 4.015 eV.